# 1
Density functional theory data (wB97M-V/def2-TZVPD) for 5 unconnected molecules or ions with the total composition C44H52N5O11PS3 in a non-equilibrium geometry.

Each line ends with the Löwdin charge.
Cartesian coordinates (Å):
N1 0.830 3.322 3.839  0.1144
C1 0.540 3.843 2.512  -0.4912
O1 0.355 5.035 2.375  0.0691
C2 0.449 2.780 1.370  -0.0865
C3 0.874 3.448 -0.003  -0.1039
N2 1.939 2.601 -0.663  -0.0637
C4 3.024 3.438 -1.149  -0.2173
C5 4.180 3.660 -0.239  -0.3127
P1 4.305 2.927 1.473  0.3785
S1 5.159 1.187 1.325  0.1194
C6 5.309 4.519 -0.638  -0.0900
C7 5.352 5.210 -1.943  -0.0619
C8 4.212 4.989 -2.837  -0.0789
C9 3.084 4.126 -2.435  -0.3971
S2 1.666 3.933 -3.581  0.9477
C10 1.046 2.285 -3.089  -0.4033
C11 0.327 1.465 -4.091  -0.5106
S3 0.051 2.047 -5.784  0.7499
C12 -0.184 0.157 -3.656  -0.1206
C13 -0.981 -0.708 -4.651  -0.1913
C14 -0.466 -1.921 -5.313  -0.0067
C15 -1.387 -2.637 -6.194  -0.1401
N3 -2.680 -2.320 -6.478  0.0310
C16 -3.115 -1.173 -5.879  -0.1437
C17 -2.371 -0.307 -4.967  -0.0063
C18 0.041 -0.361 -2.278  -0.0397
C19 -0.513 -1.748 -1.846  -0.1244
C20 0.584 -2.837 -1.519  -0.1791
C21 1.242 -3.464 -2.827  -0.1812
C22 2.141 -4.663 -2.341  -0.1343
N4 2.921 -5.209 -3.481  -0.1798
C23 4.163 -5.738 -3.186  -0.0856
C24 4.678 -6.178 -4.497  -0.0862
C25 3.629 -5.821 -5.504  -0.0906
C26 2.484 -5.210 -4.795  -0.0729
C27 0.770 0.512 -1.343  -0.0902
O2 0.945 -0.004 -0.020  -0.0707
N5 2.252 -0.449 0.088  -0.0127
O3 2.555 -0.572 1.220  -0.0025
C28 1.284 1.845 -1.718  -0.1466
H1 0.058 2.699 4.086  0.0847
H2 0.923 4.101 4.501  0.0483
H3 -0.595 2.372 1.221  0.0987
H4 1.090 1.910 1.662  0.0915
H5 1.324 4.470 0.146  0.1357
H6 -0.007 3.485 -0.705  0.1381
H7 3.018 2.878 2.111  -0.0307
H8 5.087 3.800 2.307  -0.0122
H9 6.160 4.688 0.073  0.0978
H10 6.211 5.875 -2.196  0.1020
H11 4.210 5.521 -3.824  0.1049
H12 0.747 1.177 -6.605  -0.0942
H13 0.585 -2.233 -5.110  0.0953
H14 -0.981 -3.561 -6.688  0.1069
H15 -4.175 -0.870 -6.094  0.1056
H16 -2.862 0.600 -4.550  0.1156
H17 -1.104 -1.583 -0.894  0.1183
H18 -1.232 -2.209 -2.570  0.1090
H19 0.029 -3.702 -1.042  0.1032
H20 1.356 -2.501 -0.781  0.0913
H21 0.478 -3.749 -3.592  0.0863
H22 1.866 -2.637 -3.269  0.1237
H23 2.879 -4.231 -1.607  0.1301
H24 1.514 -5.464 -1.862  0.1274
H25 4.650 -5.813 -2.192  0.1151
H26 5.651 -6.669 -4.701  0.0756
H27 3.644 -5.958 -6.605  0.0749
H28 1.519 -4.839 -5.189  0.1035
O4 -2.513 1.440 -0.121  0.1080
C29 -3.336 1.714 0.710  -0.4748
O5 -4.609 2.088 0.424  0.0345
C30 -5.286 2.446 1.640  -0.1565
C31 -4.519 1.743 2.742  -0.1532
C32 -3.104 1.738 2.197  -0.0909
H29 -5.263 3.534 1.744  0.1276
H30 -6.325 2.119 1.590  0.1249
H31 -4.615 2.231 3.713  0.1202
H32 -4.876 0.716 2.846  0.1195
H33 -2.562 2.651 2.458  0.1269
H34 -2.553 0.857 2.518  0.0961
O6 0.917 5.860 5.493  0.1065
C33 0.091 6.099 6.331  -0.4664
O7 -1.182 6.474 6.050  0.0387
C34 -1.872 6.788 7.268  -0.1590
C35 -1.112 6.057 8.356  -0.1629
C36 0.310 6.076 7.825  -0.0757
H35 -1.857 7.872 7.407  0.1289
H36 -2.908 6.457 7.198  0.1259
H37 -1.222 6.514 9.339  0.1181
H38 -1.464 5.024 8.424  0.1202
H39 0.843 6.982 8.119  0.1351
H40 0.866 5.190 8.126  0.1284
O8 -2.637 -1.011 3.679  0.1035
C37 -1.631 -1.649 3.844  -0.4681
O9 -1.336 -2.310 4.990  0.0351
C38 -0.018 -2.874 4.893  -0.1530
C39 0.260 -2.983 3.408  -0.1540
C40 -0.506 -1.798 2.848  -0.0766
H41 0.684 -2.207 5.400  0.1301
H42 0.001 -3.845 5.386  0.1264
H43 1.323 -2.973 3.166  0.1196
H44 -0.165 -3.912 3.019  0.1213
H45 0.095 -0.885 2.851  0.1259
H46 -0.890 -2.001 1.850  0.1227
O10 -0.999 -6.832 -2.257  0.1239
C41 -2.004 -6.262 -1.939  -0.4789
O11 -2.109 -4.909 -1.857  0.0020
C42 -3.404 -4.559 -1.345  -0.1587
C43 -4.285 -5.757 -1.636  -0.1586
C44 -3.304 -6.912 -1.533  -0.0759
H47 -3.313 -4.359 -0.274  0.1282
H48 -3.762 -3.657 -1.843  0.1275
H49 -5.135 -5.840 -0.959  0.1184
H50 -4.672 -5.694 -2.656  0.1226
H51 -3.212 -7.280 -0.509  0.1338
H52 -3.564 -7.724 -2.210  0.1289

Lowest unoccupied orbital energy: 0.13 eV
SMILES: NC(=O)CCN1c2c([PH2]=S)cccc2Sc2c(S)c(-c3ccncc3)c(CCCCn3cccc3)c(ON=O)c21.O=C1CCCO1.O=C1CCCO1.O=C1CCCO1.O=C1CCCO1
Total charge: 0



# 2
Density functional theory data (wB97M-V/def2-TZVPD) for 9 unconnected molecules or ions with the total composition C44H52NO24 in a non-equilibrium geometry.

Each line ends with the Löwdin charge.
Cartesian coordinates (Å):
C1 -1.217 -0.102 1.222  -0.0128
N1 -0.742 -1.401 0.686  -0.3056
C2 -0.405 -1.172 -0.835  0.0508
C3 0.385 -1.879 1.476  -0.0344
C4 -1.851 -2.326 0.743  -0.1048
C5 -1.744 -3.673 -0.122  -0.1807
O1 -2.811 -4.579 0.247  -0.0808
H1 -0.275 0.704 1.377  0.1443
H2 -1.471 -0.219 2.304  0.0923
H3 -1.979 0.438 0.645  0.1004
H4 -1.349 -0.910 -1.362  0.1150
H5 -0.217 -1.979 -1.359  -0.0024
H6 0.512 -0.485 -1.010  0.1329
H7 0.650 -2.903 1.182  0.1036
H8 0.231 -2.100 2.564  0.1140
H9 1.283 -1.127 1.645  0.1258
H10 -2.617 -1.968 0.558  -0.0094
H11 -2.139 -2.413 1.850  0.1860
H12 -0.740 -4.179 0.129  0.1230
H13 -1.444 -3.501 -1.256  0.1316
H14 -2.975 -5.118 -0.601  0.1350
C6 -0.753 -4.011 -5.598  0.1300
C7 -0.852 -3.391 -6.913  -0.2372
C8 -0.220 -2.229 -7.332  -0.3871
O2 -0.274 -1.752 -8.448  0.1465
C9 0.455 -1.441 -6.233  0.1113
C10 0.378 -1.897 -4.802  -0.1457
C11 -0.015 -3.280 -4.432  -0.3991
O3 0.279 -3.678 -3.376  0.1380
O4 1.055 -1.153 -3.810  -0.0210
O5 -1.520 -4.082 -7.882  0.0721
H15 -1.301 -5.105 -5.199  0.1987
H16 0.902 -0.408 -6.327  0.1244
H17 1.509 -0.282 -4.178  0.1676
H18 -2.081 -3.765 -8.580  0.1216
C12 -3.411 1.255 7.630  0.1314
C13 -2.611 0.629 6.553  -0.1631
C14 -3.109 -0.298 5.563  -0.4424
O6 -2.387 -0.664 4.696  0.1015
C15 -4.501 -0.670 5.765  0.0766
C16 -5.330 -0.189 6.905  -0.1408
C17 -4.816 0.838 7.871  -0.4049
O7 -5.555 1.304 8.626  0.1944
O8 -6.528 -0.761 7.161  0.1439
O9 -1.388 1.198 6.284  0.0096
H19 -3.171 2.030 8.219  0.0731
H20 -5.017 -1.533 5.039  0.1722
H21 -6.583 -1.273 6.412  0.0549
H22 -0.897 0.567 5.567  0.1049
C18 4.424 -1.382 -2.128  0.1279
C19 5.758 -0.737 -2.327  -0.1466
C20 6.574 -0.188 -1.232  -0.3027
O10 7.730 0.321 -1.547  0.0477
C21 6.026 -0.384 0.146  0.0814
C22 4.682 -1.045 0.366  -0.1125
C23 3.766 -1.345 -0.787  -0.3297
O11 2.679 -1.868 -0.550  0.0952
O12 4.313 -1.366 1.646  0.1008
O13 6.203 -0.620 -3.639  0.0873
H23 3.682 -1.670 -2.795  0.0827
H24 6.923 -0.430 0.898  0.1580
H25 4.909 -1.335 2.302  0.0552
H26 6.960 -0.062 -3.378  0.0977
C24 3.737 2.142 1.236  0.1025
C25 5.097 2.750 1.012  -0.2308
C26 5.517 3.241 -0.290  -0.4222
O14 6.560 3.825 -0.419  0.1155
C27 4.631 3.120 -1.494  0.1201
C28 3.207 2.464 -1.275  -0.1496
C29 2.800 1.983 0.082  -0.3540
O15 1.654 1.609 0.316  0.0724
O16 2.242 2.264 -2.153  0.1242
O17 5.947 2.868 2.004  0.0662
H27 3.413 1.637 2.110  0.0832
H28 5.128 3.456 -2.545  0.1645
H29 2.422 2.770 -2.895  0.0855
H30 6.914 3.314 1.720  0.2401
C30 -1.740 1.447 -3.665  0.1305
C31 -1.611 2.495 -2.512  -0.0621
C32 -0.884 3.809 -2.667  -0.4204
O18 -0.779 4.556 -1.748  0.1336
C33 -0.367 4.111 -3.986  0.1112
C34 -0.673 3.085 -5.159  -0.0815
C35 -1.262 1.837 -4.971  -0.4139
O19 -1.266 1.065 -5.945  0.0993
O20 -0.228 3.456 -6.442  0.1321
O21 -2.021 2.138 -1.265  0.0969
H31 -2.171 0.555 -3.472  0.0580
H32 -0.009 5.067 -4.386  0.1100
H33 -0.108 4.322 -6.428  0.0236
H34 -1.970 2.819 -0.647  0.0308
C36 -0.851 5.443 1.932  -0.0336
C37 -0.985 4.000 2.147  -0.5047
O22 -1.512 3.284 1.258  0.0039
C38 -0.377 3.367 3.377  0.0066
H35 -1.334 5.561 0.904  0.0958
H36 0.270 5.859 1.936  0.1422
H37 -1.623 5.811 2.745  0.1370
H38 0.520 3.816 3.193  0.0382
H39 -0.316 2.229 3.166  0.1002
H40 -0.803 3.813 4.295  0.1088
C39 -5.579 -2.779 -1.560  -0.0253
C40 -4.664 -2.567 -2.672  -0.5186
O23 -3.609 -1.992 -2.549  0.0420
C41 -4.962 -3.060 -4.079  -0.0140
H41 -6.025 -1.886 -1.345  0.0552
H42 -5.332 -3.045 -0.476  0.1132
H43 -6.228 -3.683 -1.815  0.1120
H44 -4.074 -3.023 -4.699  0.0637
H45 -5.728 -2.411 -4.614  0.1132
H46 -5.310 -4.123 -3.934  0.0967
C42 2.672 -0.464 4.254  -0.0131
C43 1.331 -0.297 4.901  -0.4234
O24 0.339 0.153 4.347  0.0222
C44 1.262 -0.665 6.408  0.0268
H47 2.683 -0.667 3.160  0.0505
H48 2.808 -1.605 4.439  0.1274
H49 3.448 0.041 4.749  0.0808
H50 1.947 -1.561 6.619  0.1251
H51 0.177 -0.670 6.559  0.0824
H52 1.647 -0.041 7.054  0.0259

Lowest unoccupied orbital energy: -4.59 eV
Total charge: +1



no.,total energy (eV)
1,-118233.061
2,-97071.345